C23H76O15 | ωB97M-V/def2-TZVPD

Structure (XYZ):
```
114
Properties=species:S:1:pos:R:3:mulliken_charge:R:1
C 15.06617 11.01254 12.98518 -0.44
O 14.08815 11.86842 13.63291 -0.42
H 15.59131 11.61654 12.24899 0.12
H 15.86282 10.65311 13.68262 0.30
H 14.53900 10.20110 12.48698 0.11
H 14.19061 12.74557 13.19763 0.42
C 8.09486 14.66594 12.79668 0.15
O 7.43756 13.50232 13.28973 -0.68
H 8.37965 14.61601 11.74018 -0.26
H 7.36189 15.45059 12.93058 0.58
H 9.05085 14.79855 13.29569 -0.24
H 8.12277 12.80501 13.24586 0.31
C 13.09995 17.52151 9.27308 0.30
O 13.67494 18.77299 9.00261 -0.58
H 12.74353 17.00300 8.35868 0.16
H 13.88508 16.89079 9.66981 -0.07
H 12.20267 17.59656 9.90696 -0.14
H 12.96329 19.40219 8.90336 0.32
C 11.84349 9.94080 15.67492 -0.78
O 11.50078 10.38881 14.36773 -0.53
H 11.00805 9.31057 15.97506 0.29
H 12.72508 9.34462 15.56272 0.29
H 12.03696 10.80226 16.31292 0.24
H 12.22669 10.79314 13.86131 0.09
C 10.63006 17.30223 12.48382 -0.25
O 9.73796 17.52284 13.56663 -0.59
H 10.40218 18.06140 11.70931 0.27
H 11.65969 17.52055 12.77063 0.28
H 10.50384 16.31152 12.07114 -0.03
H 10.11398 17.14695 14.36674 0.31
C 10.83156 11.76125 7.06476 -0.44
O 9.46050 11.38034 6.99706 -0.47
H 11.24032 12.14938 6.11267 0.45
H 10.90148 12.66280 7.72651 -0.19
H 11.46997 10.95876 7.47085 0.34
H 9.31682 10.63080 6.44310 0.24
C 7.92795 10.38904 13.32002 -0.77
O 9.07596 11.21597 13.03047 0.16
H 7.39345 10.78855 14.18488 0.29
H 7.25882 10.52418 12.45349 0.09
H 8.23152 9.35165 13.35591 0.36
H 9.85205 10.81065 13.46686 0.11
C 15.09267 13.80725 7.50195 -1.76
C 13.70143 13.72602 8.05168 0.65
O 13.75292 13.99184 9.46176 -0.20
H 15.41444 14.83206 7.70180 0.38
H 15.08312 13.63619 6.40858 0.42
H 15.75625 13.01117 7.86643 0.27
H 13.31774 12.74085 7.93347 -0.27
H 13.08401 14.44414 7.52083 0.16
H 12.87000 13.98591 9.83050 0.03
C 11.49114 13.50446 14.12647 0.73
C 11.17934 14.15744 15.43588 -1.07
O 12.34749 14.78271 15.96984 -0.50
H 10.58064 12.97525 13.84043 -0.28
H 12.29670 12.79867 14.25901 0.34
H 11.70855 14.22557 13.36342 0.00
H 10.84950 13.40468 16.14387 0.36
H 10.41272 14.97084 15.30987 0.25
H 12.09991 15.12191 16.84538 0.31
C 15.02734 16.09088 13.55318 -1.53
C 14.60636 15.49768 12.21281 0.47
O 14.57026 14.08662 12.20385 -0.46
H 14.38961 15.76249 14.38752 0.19
H 14.86191 17.15293 13.49372 0.46
H 16.05923 15.96154 13.79170 0.42
H 15.25521 15.84262 11.40217 0.38
H 13.60020 15.91932 12.01650 -0.25
H 14.51194 13.91158 11.25324 0.08
C 5.76577 12.15063 10.49498 -1.56
C 6.85049 11.49166 9.63960 0.58
O 7.50455 12.53050 8.92010 -0.48
H 5.09443 12.74076 9.90835 0.42
H 6.24241 12.69399 11.30114 0.27
H 5.15972 11.41700 10.98206 0.44
H 6.42545 10.78072 8.93679 0.43
H 7.57612 10.93599 10.25964 -0.33
H 7.97668 12.12134 8.17370 0.15
C 10.13709 8.87519 9.71286 -0.42
C 9.05262 8.37437 8.79660 0.08
O 8.68930 7.10551 9.22483 -0.55
H 9.89711 8.94123 10.77095 0.23
H 10.46233 9.85244 9.38476 -0.11
H 10.97133 8.17307 9.72312 0.31
H 9.47667 8.38622 7.77027 0.16
H 8.26176 9.11312 8.84951 -0.04
H 7.83109 6.77104 8.99165 0.31
C 9.48675 15.13863 7.23694 0.24
C 8.88667 16.26651 8.03161 -0.67
O 8.88751 15.90977 9.39988 -0.36
H 8.95955 14.20130 7.40800 -0.05
H 10.46624 15.02156 7.72109 -0.43
H 9.66000 15.38787 6.16344 0.38
H 7.90118 16.53129 7.59689 0.33
H 9.43032 17.20610 7.95184 0.32
H 8.08341 15.42892 9.68303 0.19
C 11.75979 11.86897 11.10199 0.36
C 10.65782 12.82920 10.80440 1.99
O 11.16094 14.03340 10.19926 1.62
H 12.45103 12.27240 11.85869 -0.26
H 12.31894 11.69478 10.17562 -0.98
H 11.34855 10.91819 11.40822 0.23
H 10.06897 13.04028 11.74169 -0.82
H 9.95659 12.35990 10.07545 -0.29
H 10.40715 14.59644 9.95936 -0.90
C 14.82682 10.48799 9.11120 -0.48
C 14.42917 8.98351 9.31162 -0.53
O 13.64309 8.95010 10.46743 -0.43
H 13.90067 11.04114 9.19914 -0.24
H 15.24537 10.64866 8.13406 0.50
H 15.52781 10.83067 9.90293 0.21
H 15.30836 8.32444 9.35914 0.32
H 13.84103 8.67249 8.43008 0.34
H 13.18080 8.10856 10.43935 0.23
```

Spin multiplicity ... 1
Total charge ... 0
Strongest force on any atom ... 2.081 eV/Å
ΔE to the lowest compared entry with this formula, charge and spin ... 50.0 kJ/mol